(1)
The following is a DFT calculation (ωB97M-V/def2-TZVPD) of a structure of composition C32H23ClF3N2O10PSTa.

## Properties
LUMO level = -0.12987 Ha
2S+1 = 1
M = 932.0 g mol⁻¹
Charge = +1
HOMO level = -11.4 eV
Energy relative to the best compared isomer or geometry (same formula, charge and spin) = 325.9 kJ/mol
E_tot = -99355.3843 eV

The geometry in XYZ format:
```
74
Properties=species:S:1:pos:R:3:forces:R:3:mulliken_charge:R:1
Ta 0.0086 -0.5540 0.9110 0.56 0.08 0.25 1.22
O 4.4884 -2.1166 1.8192 -0.14 0.06 0.23 -0.51
C 3.2905 -1.5573 1.7215 0.43 0.44 -0.37 0.24
O 2.3691 -2.0175 1.0933 -0.04 -0.06 -0.06 -0.23
C 3.1731 -0.2249 2.3662 -0.01 -0.18 0.11 0.34
C 4.1605 0.3688 3.1289 -0.01 -0.04 0.02 -0.97
C 3.8876 1.5997 3.7163 -0.02 -0.03 -0.03 -0.63
C 2.6464 2.1729 3.5106 -0.02 0.03 -0.03 -0.83
C 1.7280 1.4981 2.7195 0.03 0.07 0.07 0.53
N 1.9825 0.3313 2.1569 -0.30 -0.05 0.02 0.63
C 0.3551 2.0454 2.4514 -0.04 0.01 -0.07 0.05
O -0.0090 3.0984 2.8837 -0.08 0.04 0.01 -0.63
O -0.3585 1.2306 1.6891 0.08 0.02 0.17 -0.15
H 4.4566 -2.9764 1.3784 0.03 -0.21 -0.09 0.41
H 5.1034 -0.1402 3.2676 0.01 0.04 0.01 0.63
H 4.6282 2.0887 4.3337 0.01 0.01 -0.01 0.48
H 2.3547 3.1227 3.9369 0.03 -0.01 0.02 0.60
C -2.2530 5.1155 -0.0691 -0.01 0.05 -0.01 -0.60
C -2.9041 4.2146 0.7592 0.00 -0.04 0.01 -0.88
C -2.7544 2.8522 0.5566 0.05 0.02 0.04 -0.43
C -1.9557 2.3847 -0.4855 0.07 0.01 -0.09 1.20
C -1.3047 3.2941 -1.3180 -0.08 0.10 0.05 -0.22
C -1.4558 4.6559 -1.1068 0.02 -0.04 -0.03 -1.08
P -1.7400 0.6015 -0.6735 -0.01 0.06 -0.37 1.85
C -1.9151 0.1769 -2.4300 0.09 -0.02 0.08 1.65
C -1.0774 0.7168 -3.4091 0.00 -0.09 -0.07 -0.64
C -1.2245 0.3395 -4.7371 0.10 0.13 0.10 -1.03
C -2.1954 -0.5804 -5.1005 -0.08 -0.06 0.04 -0.65
C -3.0193 -1.1294 -4.1297 0.00 0.00 -0.03 -0.69
C -2.8810 -0.7566 -2.8023 0.04 0.04 -0.01 -0.42
C -2.9614 -0.2237 0.2953 0.05 -0.12 0.08 -1.09
C -4.3534 -0.2446 0.2883 0.00 -0.01 0.05 -0.12
C -4.9845 -1.0179 1.2414 -0.04 0.01 -0.02 -0.96
C -4.2287 -1.7373 2.1696 -0.01 -0.01 0.01 -0.85
C -2.8467 -1.6930 2.1654 -0.05 0.01 0.01 -0.66
C -2.1721 -0.9214 1.2114 0.00 -0.15 0.02 1.01
H -2.3657 6.1795 0.0928 -0.01 -0.01 0.01 0.41
H -3.5215 4.5685 1.5737 0.00 0.01 -0.01 0.42
H -3.2453 2.1554 1.2229 0.00 0.01 0.00 0.39
H -0.6886 2.9535 -2.1349 0.00 0.09 0.06 0.19
H -0.9498 5.3571 -1.7573 -0.01 0.00 0.01 0.45
H -0.3024 1.4231 -3.1432 0.00 -0.09 -0.05 0.26
H -0.5782 0.7763 -5.4883 -0.01 -0.02 0.00 0.45
H -2.3109 -0.8705 -6.1364 0.02 0.00 0.00 0.42
H -3.7706 -1.8598 -4.3992 0.00 0.01 -0.02 0.45
H -3.5103 -1.2187 -2.0566 -0.03 0.01 0.04 0.30
H -4.9203 0.3291 -0.4346 0.01 0.00 -0.01 0.60
H -6.0648 -1.0703 1.2756 0.01 0.01 -0.01 0.44
H -4.7405 -2.3398 2.9094 0.02 0.00 0.01 0.47
H -2.3285 -2.2660 2.9220 -0.03 0.00 0.01 0.36
S 1.3758 1.2087 -0.6807 0.03 -0.14 0.04 -0.04
C 2.6229 0.3262 -1.4998 0.06 0.05 0.03 0.66
N 2.3012 -0.5212 -2.4956 -0.15 -0.11 -0.05 0.23
C 3.1832 -1.2542 -3.1978 -0.02 0.01 0.02 -0.17
C 4.5218 -1.1255 -2.9509 0.02 0.01 0.02 -0.82
C 4.9218 -0.2299 -1.9545 0.05 -0.07 -0.07 -0.33
C 3.9878 0.4824 -1.2366 -0.06 0.11 0.12 -0.77
H 1.3101 -0.6718 -2.6772 -0.05 -0.03 -0.05 -0.30
H 2.7555 -1.9241 -3.9296 0.01 0.01 -0.02 0.53
H 5.2353 -1.7048 -3.5163 0.00 0.00 0.00 0.46
H 5.9751 -0.0997 -1.7413 -0.01 0.00 0.00 0.46
H 4.2804 1.1780 -0.4624 0.00 -0.02 -0.01 0.53
O 0.5987 -3.9758 -1.4147 0.00 0.24 0.10 -0.69
Cl -0.1308 -2.7788 -1.5877 0.00 -0.15 -0.27 2.21
O -0.0373 -2.2789 -2.9280 0.13 -0.11 0.16 -0.67
O -1.4650 -2.8464 -1.1255 -0.04 -0.09 0.02 -0.54
O 0.5792 -1.6910 -0.7494 -0.47 0.14 -0.06 -1.08
F 1.5720 -3.3047 4.2179 -0.10 -0.01 -0.01 -0.23
C 0.2588 -3.3275 3.9236 -0.10 -0.07 -0.05 0.65
F -0.4296 -2.9966 5.0134 0.11 -0.07 -0.10 -0.23
F -0.0748 -4.5534 3.5430 0.05 0.11 0.07 -0.24
C 0.0125 -2.3075 2.8009 0.05 0.16 0.22 0.45
O -0.0294 -2.6498 1.6023 -0.23 -0.19 -0.09 -0.64
O -0.0662 -1.0880 3.0914 0.09 0.07 -0.18 -0.63
```
Forces are in eV/Å.

***

(2)
The following is a DFT calculation (ωB97M-V/def2-TZVPD) of an isolated molecule of C23H27N3O5 at a distorted geometry.

## Properties
LUMO level = 0.00520 Ha
2S+1 = 1
M = 425.5 g mol⁻¹
Charge = 0
HOMO level = -7.9 eV
Energy relative to the best compared isomer or geometry (same formula, charge and spin) = 329.6 kJ/mol
E_tot = -38996.5335 eV
SMILES = COC[C@H](C)n1c(C)cc(C(=O)COC(=O)C2=NN(c3ccccc3)C(=O)CC2)c1C

The geometry in XYZ format:
```
58
Properties=species:S:1:pos:R:3:forces:R:3:mulliken_charge:R:1
C 1.3761 4.6431 0.9704 0.06 0.11 0.02 -0.89
O 1.0058 3.3710 0.5072 -0.08 -0.26 -0.15 -0.17
C 1.4421 3.1182 -0.8058 0.07 -0.05 -0.30 -1.22
C 1.0219 1.7167 -1.2867 -0.26 0.63 0.12 0.02
C -0.4600 1.4399 -1.0338 0.23 0.05 -0.06 -1.63
N 1.8962 0.6743 -0.7830 0.22 -0.20 -0.06 0.46
C 2.9314 0.1615 -1.5434 0.48 -0.26 -0.17 1.01
C 3.2530 0.6169 -2.9249 -0.16 0.02 0.10 -1.73
C 3.5648 -0.7946 -0.8129 -0.20 0.13 0.06 -1.67
C 2.8862 -0.9033 0.4330 -0.05 0.51 -0.61 1.31
C 3.2839 -1.8714 1.4360 -0.37 -0.16 0.42 0.33
O 4.4259 -2.2478 1.5886 -0.10 -0.06 0.03 -0.64
C 2.1807 -2.4943 2.3121 0.63 -0.38 0.15 -0.94
O 0.8801 -2.4138 1.7507 -0.20 0.12 0.16 -0.25
C 0.6398 -3.1833 0.6938 0.25 -0.12 0.01 0.54
O 1.3949 -4.0139 0.2512 -0.13 0.17 0.11 -0.65
C -0.7044 -2.9253 0.1084 -0.46 -0.06 -0.41 0.10
N -1.2783 -1.8218 0.3857 0.91 -0.27 0.32 0.18
N -2.4888 -1.5150 -0.1273 -0.26 -0.01 -0.12 -0.04
C -3.0773 -0.3637 0.4597 -0.20 0.37 0.28 0.13
C -3.8510 0.5175 -0.2840 0.03 -0.08 -0.06 -0.21
C -4.3727 1.6449 0.3249 0.03 0.03 0.02 -0.72
C -4.1170 1.9068 1.6601 -0.03 0.09 0.06 -0.52
C -3.3380 1.0294 2.3958 -0.02 0.05 0.00 -0.75
C -2.8220 -0.1068 1.8023 -0.04 -0.12 -0.11 -0.11
C -3.0905 -2.2278 -1.1492 -0.02 -0.45 -0.47 0.64
O -4.2260 -2.0197 -1.5036 0.00 -0.01 -0.03 -0.62
C -2.1765 -3.2368 -1.8201 -0.06 -0.07 0.11 -0.81
C -1.2930 -3.9549 -0.8070 0.00 0.15 -0.08 -0.56
C 1.8642 0.0388 0.4224 0.22 -0.36 0.42 0.91
C 0.9664 0.4368 1.5365 -0.26 0.07 0.01 -1.91
H 0.9848 4.7320 1.9815 0.04 0.09 0.00 0.24
H 0.9488 5.4337 0.3412 0.01 0.00 0.03 0.31
H 2.4668 4.7576 0.9882 -0.03 0.02 0.01 0.35
H 2.5392 3.2047 -0.8611 -0.11 -0.01 -0.03 0.48
H 1.0073 3.8675 -1.4871 0.03 -0.06 0.03 0.56
H 1.1761 1.7203 -2.3708 0.01 0.03 0.20 0.53
H -1.0594 2.0092 -1.7400 -0.09 0.07 -0.04 0.61
H -0.6629 0.3826 -1.1765 -0.07 -0.12 -0.03 0.27
H -0.7546 1.7251 -0.0312 -0.10 -0.03 0.10 0.23
H 2.4446 0.3944 -3.6235 0.00 0.04 -0.12 0.29
H 4.1413 0.0894 -3.2611 0.04 0.00 -0.04 0.41
H 3.4564 1.6876 -2.9613 0.03 0.07 -0.10 0.31
H 4.4009 -1.3940 -1.1098 0.20 -0.10 -0.14 0.51
H 2.4598 -3.5406 2.4807 -0.02 0.22 0.00 0.35
H 2.1293 -1.9744 3.2714 -0.02 -0.03 -0.11 0.48
H -4.0517 0.3233 -1.3245 -0.01 -0.03 -0.05 0.43
H -4.9780 2.3265 -0.2534 -0.05 0.05 -0.06 0.39
H -4.5247 2.7910 2.1263 -0.04 0.08 0.04 0.41
H -3.1353 1.2259 3.4378 0.02 0.01 0.09 0.42
H -2.2171 -0.7995 2.3666 0.05 -0.02 0.05 0.45
H -2.7918 -3.9317 -2.3910 -0.01 0.14 0.04 0.33
H -1.5531 -2.6775 -2.5264 -0.02 -0.01 0.02 0.31
H -0.4945 -4.5180 -1.2909 -0.07 0.01 0.07 0.35
H -1.8843 -4.6584 -0.2106 0.04 -0.02 -0.01 0.27
H 0.8211 1.5126 1.5349 0.00 -0.02 0.13 0.39
H 1.4125 0.1482 2.4835 0.01 0.00 0.09 0.58
H 0.0009 -0.0588 1.4503 -0.05 0.05 0.06 0.15
```
Forces are in eV/Å.

***

(3)
The following is a DFT calculation (ωB97M-V/def2-TZVPD) of a cluster of 2 separate species, C9H14 in total at a distorted geometry.

## Properties
LUMO level = 0.03776 Ha
2S+1 = 1
M = 122.2 g mol⁻¹
Charge = 0
HOMO level = -8.9 eV
Energy relative to the best compared isomer or geometry (same formula, charge and spin) = 48.6 kJ/mol
E_tot = -9559.6779 eV
SMILES = Cc1ccccc1.CC

The geometry in XYZ format:
```
23
Properties=species:S:1:pos:R:3:forces:R:3:mulliken_charge:R:1
C -2.6047 -1.6905 0.5745 -0.92 1.49 0.16 -1.32
C -1.5077 -0.8815 1.2236 -0.05 0.28 -0.17 0.70
C -1.6011 -0.5233 2.5651 0.37 -0.77 0.17 -0.50
C -0.5470 0.1016 3.2250 -0.60 0.23 -0.02 -0.42
C 0.5798 0.5055 2.5250 -0.53 -0.17 0.24 -0.61
C 0.6533 0.1671 1.1856 0.34 0.70 -0.67 -0.19
C -0.4021 -0.4154 0.5036 -0.41 -0.35 0.43 -0.20
H -2.2939 -2.5941 0.0666 0.16 -0.12 0.06 0.32
H -3.1545 -1.0421 -0.1298 0.36 -0.32 -0.19 0.31
H -3.3710 -1.8791 1.3295 0.17 -0.53 -0.01 0.35
H -2.4925 -0.7913 3.1286 0.17 -0.10 -0.05 0.26
H -0.6785 0.2612 4.2857 0.19 0.38 0.06 0.35
H 1.2906 1.1940 2.9654 0.33 -0.51 0.13 0.35
H 1.5490 0.4355 0.6435 -0.05 0.26 -0.19 0.23
H -0.4568 -0.4281 -0.5812 0.49 -0.46 0.05 0.36
C 1.5259 0.6376 -3.5241 -0.11 -0.19 0.19 -0.88
C 2.2731 1.2834 -2.3428 -0.48 -0.48 -0.56 -0.65
H 0.8692 1.3576 -4.0160 0.32 0.00 -0.27 0.26
H 2.2062 0.1662 -4.2321 -0.06 0.16 -0.16 0.31
H 0.8567 -0.1543 -3.1803 0.04 0.00 0.12 0.25
H 3.2323 1.6975 -2.6510 -0.07 0.10 0.05 0.36
H 2.4500 0.5147 -1.5848 0.05 0.37 0.11 0.11
H 1.6238 2.0777 -1.9796 0.30 0.02 0.51 0.25
```
Forces are in eV/Å.

***

(4)
The following is a DFT calculation (ωB97M-V/def2-TZVPD) of an isolated molecule of C21H23ClN2O3.

## Properties
LUMO level = 0.02180 Ha
2S+1 = 1
M = 386.9 g mol⁻¹
Charge = 0
HOMO level = -8.3 eV
Energy relative to the best compared isomer or geometry (same formula, charge and spin) = 49.6 kJ/mol
E_tot = -43796.7389 eV
SMILES = COc1ccc(CN2C[C@@H](C(=O)NCCc3ccc(Cl)cc3)CC2=O)cc1

The geometry in XYZ format:
```
50
Properties=species:S:1:pos:R:3:forces:R:3:mulliken_charge:R:1
C -5.8329 -1.1181 -2.1531 -0.01 0.02 -0.21 -0.80
O -5.6926 -1.2742 -0.7626 0.05 -0.01 0.30 -0.47
C -4.4784 -1.0296 -0.1983 0.10 -0.01 0.20 0.82
C -3.3291 -0.6775 -0.8968 -0.25 -0.02 -0.24 -0.71
C -2.1486 -0.4582 -0.2098 0.01 -0.09 0.29 0.56
C -2.0805 -0.5734 1.1693 0.02 -0.17 -0.09 -0.10
C -0.7825 -0.3293 1.8921 -0.18 0.03 0.04 -0.58
N -0.2097 0.9594 1.5580 0.24 -0.38 -0.08 0.26
C 1.2200 1.1616 1.6148 0.31 -0.06 0.19 -0.16
C 1.4211 2.5654 1.0184 0.21 0.09 -0.06 -0.07
C 1.7751 2.4561 -0.4632 -0.20 0.16 0.63 0.42
O 2.8611 2.7854 -0.8913 0.42 0.10 -0.10 -0.71
N 0.7931 1.9553 -1.2421 -0.41 -0.09 -0.31 -0.01
C 1.0097 1.6382 -2.6336 0.03 -0.09 -0.22 -0.99
C 1.0023 0.1208 -2.8869 0.09 0.20 0.03 -1.09
C 1.8169 -0.6232 -1.8630 -0.08 -0.09 -0.06 0.47
C 1.2508 -1.6546 -1.1236 0.08 0.06 -0.05 -0.03
C 1.9740 -2.3143 -0.1449 0.13 -0.04 0.10 -0.88
C 3.2825 -1.9343 0.1020 -0.14 0.06 -0.13 0.33
Cl 4.1851 -2.7322 1.3455 0.09 -0.07 0.12 -0.23
C 3.8737 -0.9213 -0.6367 0.03 -0.07 0.07 -0.83
C 3.1414 -0.2770 -1.6164 -0.09 -0.11 0.02 -0.09
C 0.0753 3.2491 1.2699 -0.01 0.03 0.00 -0.86
C -0.9199 2.1086 1.4585 0.01 0.50 -0.10 0.55
O -2.1240 2.2106 1.4926 -0.29 0.15 0.16 -0.64
C -3.2329 -0.9253 1.8605 0.12 -0.03 -0.17 -0.98
C -4.4139 -1.1553 1.1897 -0.16 -0.02 -0.21 -0.75
H -5.6049 -0.0945 -2.4677 0.01 -0.04 0.01 0.33
H -5.1967 -1.8191 -2.7040 -0.01 0.04 0.02 0.31
H -6.8773 -1.3361 -2.3706 0.08 0.02 -0.04 0.24
H -3.3411 -0.5674 -1.9703 -0.04 0.00 -0.09 0.43
H -1.2619 -0.1847 -0.7631 0.12 0.03 -0.08 0.17
H -0.9442 -0.4012 2.9754 0.04 -0.06 -0.08 0.43
H -0.0462 -1.0877 1.6024 -0.04 0.09 0.11 0.12
H 1.7422 0.3886 1.0428 -0.01 0.01 0.04 -0.31
H 1.5762 1.1191 2.6529 0.03 -0.01 -0.09 0.48
H 2.2506 3.0862 1.4989 -0.07 -0.10 -0.13 0.56
H -0.0777 1.6679 -0.8224 0.09 0.03 0.06 -0.02
H 0.2384 2.1161 -3.2457 0.14 0.00 -0.01 0.41
H 1.9798 2.0670 -2.8924 -0.16 -0.02 -0.04 0.57
H 1.4033 -0.0606 -3.8868 -0.10 -0.02 -0.06 0.43
H -0.0250 -0.2494 -2.8689 0.00 -0.05 -0.05 0.33
H 0.2305 -1.9575 -1.3101 -0.12 0.00 -0.03 0.45
H 1.5255 -3.1151 0.4226 -0.01 -0.08 0.07 0.43
H 4.8953 -0.6358 -0.4435 0.11 0.01 0.05 0.44
H 3.6077 0.5156 -2.1794 0.05 0.14 -0.04 0.34
H -0.2364 3.9100 0.4619 -0.07 -0.02 0.05 0.34
H 0.0911 3.8358 2.1903 -0.03 -0.01 0.00 0.32
H -3.2068 -1.0133 2.9364 0.00 0.02 0.13 0.39
H -5.3131 -1.4244 1.7206 -0.11 -0.03 0.07 0.42
```
Forces are in eV/Å.